# 1
Here is a cluster of 11 separate species, C14H50O18 in total in a non-equilibrium geometry from the Open Molecules 2025 dataset. Energies are from ωB97M-V with the def2-TZVPD basis set.

Each line ends with the Löwdin charge.
Positions of all 82 atoms, in Å:
O (-3.215, -0.932, 2.703)  -0.072
C (-4.357, -1.475, 2.053)  -0.231
C (-5.492, -0.444, 1.981)  -0.260
O (-5.148, 0.508, 1.002)  -0.067
H (-2.422, -1.262, 2.330)  0.012
H (-4.167, -1.862, 1.003)  0.140
H (-4.627, -2.361, 2.615)  0.108
H (-5.508, -0.028, 2.988)  0.116
H (-6.481, -0.972, 1.798)  0.135
H (-5.606, 1.309, 1.321)  0.101
O (0.659, 2.467, 1.663)  -0.139
C (1.909, 3.052, 1.278)  -0.172
C (2.066, 2.840, -0.241)  -0.171
O (2.058, 1.423, -0.486)  -0.136
H (0.035, 2.442, 0.847)  0.086
H (1.832, 4.120, 1.532)  0.124
H (2.770, 2.655, 1.814)  0.124
H (2.995, 3.334, -0.517)  0.129
H (1.234, 2.988, -0.871)  0.097
H (2.842, 1.022, -0.012)  0.106
O (3.344, -0.604, 0.827)  -0.058
C (3.857, -1.834, 0.603)  -0.326
C (3.116, -2.613, -0.386)  -0.206
O (1.791, -2.776, 0.144)  -0.090
H (2.624, -0.679, 1.508)  0.082
H (4.879, -1.711, 0.201)  0.135
H (4.008, -2.439, 1.523)  0.124
H (3.589, -3.584, -0.594)  0.135
H (3.122, -2.004, -1.330)  0.142
H (1.298, -2.032, -0.189)  0.036
O (1.108, -0.141, 2.290)  -0.096
C (1.217, 0.121, 3.657)  -0.250
C (-0.005, 0.421, 4.369)  -0.223
O (-0.679, 1.605, 3.913)  -0.047
H (0.900, 0.611, 1.727)  0.059
H (1.560, -0.754, 4.160)  0.120
H (2.014, 0.900, 3.762)  0.148
H (0.285, 0.528, 5.448)  0.138
H (-0.631, -0.480, 4.396)  0.129
H (-0.070, 2.064, 3.368)  0.022
O (0.174, -3.275, -2.691)  -0.090
C (0.005, -3.828, -4.003)  -0.253
C (-0.262, -2.679, -4.852)  -0.239
O (0.907, -1.822, -4.827)  -0.076
H (0.815, -3.846, -2.214)  0.096
H (0.938, -4.478, -4.302)  0.168
H (-0.844, -4.433, -3.945)  0.094
H (-1.154, -2.134, -4.537)  0.128
H (-0.441, -3.019, -5.889)  0.133
H (0.958, -1.621, -3.879)  0.071
O (2.733, 1.050, -3.322)  -0.070
C (2.147, 2.327, -3.678)  -0.222
C (1.542, 2.170, -5.019)  -0.266
O (0.402, 1.326, -5.038)  -0.074
H (2.665, 0.981, -2.390)  0.013
H (1.323, 2.403, -2.952)  0.113
H (2.921, 3.096, -3.636)  0.123
H (2.252, 1.626, -5.622)  0.118
H (1.352, 3.164, -5.460)  0.128
H (0.724, 0.389, -5.045)  0.072
O (0.141, -0.352, -0.448)  -0.110
C (-1.168, -0.005, -0.972)  -0.181
C (-1.896, 0.971, -0.096)  -0.197
O (-1.284, 2.298, -0.178)  -0.106
H (0.852, 0.272, -0.733)  0.057
H (-1.065, 0.436, -1.983)  0.134
H (-1.772, -0.900, -1.058)  0.117
H (-2.025, 0.589, 0.919)  0.103
H (-2.926, 0.937, -0.420)  0.113
H (-1.967, 3.004, 0.134)  0.088
O (2.428, -3.528, 2.731)  -0.075
H (1.687, -3.572, 3.342)  0.033
H (2.089, -3.005, 1.960)  0.004
O (-3.395, 2.190, 2.761)  -0.059
H (-2.575, 2.467, 3.179)  0.036
H (-3.394, 1.217, 2.794)  0.025
O (-0.784, -2.154, 1.617)  -0.050
H (-0.668, -2.604, 0.754)  0.062
H (-0.109, -1.461, 1.650)  0.000
O (-3.329, 3.960, 0.693)  -0.076
H (-3.611, 3.543, 1.575)  0.052
H (-3.087, 4.876, 0.883)  0.058

* relative energy (zero: lowest compared OMol25 entry of this formula, charge and spin): 0.0000 eV
* HOMO energy: -9.9217 eV
* max |F|: 0.082 hartree/bohr

=====

# 2
Here is a structure of composition C35H30BrI2N4O3PSSr in a non-equilibrium geometry from the Open Molecules 2025 dataset. Energies are from ωB97M-V with the def2-TZVPD basis set.

Each line ends with the Löwdin charge.
Positions of all 78 atoms, in Å:
Sr (0.022, -1.154, 0.647)  1.346
I (7.434, -2.434, -0.837)  0.855
C (5.618, -1.427, -0.689)  -0.756
C (4.825, -1.305, -1.837)  -0.215
C (3.595, -0.714, -1.714)  -0.627
I (2.256, -0.459, -3.287)  1.040
C (3.011, -0.375, -0.499)  -0.495
O (1.744, -0.014, -0.498)  -0.426
C (3.834, -0.547, 0.657)  -0.176
C (3.178, -0.469, 2.010)  -0.155
N (2.244, -1.596, 2.252)  -0.112
C (2.876, -2.937, 2.196)  -0.139
C (3.017, -3.454, 0.771)  -0.263
C (4.144, -4.129, 0.268)  -0.051
C (4.157, -4.675, -0.992)  -0.063
C (3.000, -4.550, -1.786)  -0.048
C (2.036, -3.734, -1.279)  -0.147
N (2.016, -3.164, -0.052)  0.082
C (5.118, -1.007, 0.533)  -0.146
H (5.187, -1.597, -2.797)  0.081
H (2.596, 0.445, 2.066)  0.098
H (3.970, -0.432, 2.783)  0.125
H (1.909, -1.545, 3.221)  0.113
H (2.205, -3.680, 2.653)  0.125
H (3.805, -3.044, 2.799)  0.132
H (4.986, -4.248, 0.905)  0.096
H (5.066, -5.167, -1.394)  0.116
H (2.912, -5.040, -2.764)  0.118
H (1.249, -3.405, -1.917)  0.090
H (5.801, -1.129, 1.424)  0.122
O (-3.911, -2.040, -0.888)  -0.007
C (-2.869, -1.498, -1.229)  -0.736
O (-1.672, -1.768, -0.869)  -0.313
C (-3.047, -0.212, -2.142)  -0.219
P (-2.005, 1.216, -1.427)  1.069
C (-1.805, 2.251, -2.919)  -0.376
C (-2.793, 2.973, -3.602)  -0.091
C (-2.465, 3.699, -4.729)  -0.091
C (-1.171, 3.668, -5.237)  -0.101
C (-0.194, 2.933, -4.621)  -0.100
C (-0.503, 2.166, -3.508)  -0.118
C (-3.191, 2.177, -0.433)  -0.385
C (-4.330, 1.541, 0.074)  -0.082
C (-5.243, 2.246, 0.891)  -0.087
C (-5.026, 3.571, 1.175)  -0.109
C (-3.868, 4.220, 0.723)  -0.100
C (-2.983, 3.560, -0.117)  -0.100
H (-4.122, 0.002, -2.185)  0.074
H (-2.704, -0.396, -3.182)  0.093
H (-3.803, 3.064, -3.132)  0.123
H (-3.140, 4.376, -5.240)  0.102
H (-0.909, 4.267, -6.078)  0.094
H (0.827, 2.899, -4.999)  0.107
H (0.342, 1.610, -3.120)  -0.005
H (-4.557, 0.483, -0.165)  0.100
H (-6.127, 1.737, 1.250)  0.101
H (-5.814, 4.111, 1.720)  0.106
H (-3.702, 5.270, 0.955)  0.100
H (-2.094, 4.076, -0.471)  0.102
S (-3.726, -4.219, 2.833)  1.010
C (-2.677, -3.960, 4.181)  -0.403
C (-1.628, -3.196, 3.775)  -0.305
N (-1.622, -2.805, 2.436)  -0.105
C (-2.657, -3.335, 1.786)  -0.421
H (-2.910, -4.300, 5.192)  0.072
H (-0.847, -2.767, 4.418)  0.098
H (-2.921, -3.116, 0.755)  0.046
Br (-1.767, 0.418, 3.727)  0.731
C (-0.851, 1.852, 2.738)  -0.677
C (-0.996, 3.144, 3.228)  -0.115
C (-0.233, 4.112, 2.649)  -0.058
C (0.648, 3.763, 1.615)  -0.052
C (0.679, 2.470, 1.167)  -0.141
N (-0.077, 1.517, 1.734)  -0.004
H (-1.705, 3.272, 4.033)  0.100
H (-0.272, 5.172, 2.928)  0.121
H (1.357, 4.496, 1.173)  0.125
H (1.272, 2.269, 0.294)  0.105

* relative energy (zero: lowest compared OMol25 entry of this formula, charge and spin): 0.3271 eV
* HOMO energy: -7.4230 eV
* max |F|: 0.041 hartree/bohr

=====

# 3
Here is an isolated molecule of BrH3Si in a non-equilibrium geometry from the Open Molecules 2025 dataset. Energies are from ωB97M-V with the def2-TZVPD basis set.

Each line ends with the natural charge from an NBO analysis.
Positions of all 5 atoms, in Å:
Si (0.178, -0.165, -0.281)  0.858
Br (-1.419, 1.346, 1.106)  -0.440
H (0.453, -0.139, -1.708)  -0.148
H (1.277, 0.351, 0.502)  -0.154
H (-0.489, -1.393, 0.382)  -0.116

* relative energy (zero: lowest compared OMol25 entry of this formula, charge and spin): 0.9181 eV
* HOMO energy: -9.9388 eV
* max |F|: 0.075 hartree/bohr

=====

# 4
Here is a cluster of 2 separate species, C7H18NO3P in total in a non-equilibrium geometry from the Open Molecules 2025 dataset. Energies are from ωB97M-V with the def2-TZVPD basis set.

Each line ends with the natural charge from an NBO analysis.
Positions of all 30 atoms, in Å:
C (-0.383, -3.620, 2.541)  -0.649
C (-1.473, -2.538, 2.787)  0.122
C (-1.297, -1.868, 4.164)  -0.653
O (-1.487, -1.706, 1.681)  -0.802
P (-0.131, -0.801, 1.178)  1.412
N (0.314, -1.961, -0.091)  -1.202
O (-1.003, 0.228, 0.208)  -0.984
H (-0.474, -4.475, 3.282)  0.211
H (-0.388, -3.789, 1.528)  0.230
H (0.555, -3.126, 2.621)  0.189
H (-2.507, -2.931, 2.712)  0.176
H (-1.118, -2.580, 4.960)  0.213
H (-2.321, -1.428, 4.299)  0.218
H (-0.393, -1.232, 4.107)  0.214
H (-0.082, -1.624, -0.968)  0.398
H (1.249, -2.396, -0.070)  0.398
H (-1.153, 1.063, 0.757)  0.511
C (2.179, 4.096, -2.223)  -0.619
C (1.537, 2.959, -3.050)  -0.519
C (0.288, 2.304, -2.439)  0.591
C (-0.395, 1.274, -3.219)  -0.739
O (-0.138, 2.651, -1.329)  -0.572
H (1.433, 4.428, -1.498)  0.237
H (3.049, 3.690, -1.726)  0.215
H (2.343, 4.953, -2.899)  0.211
H (1.554, 3.180, -4.101)  0.231
H (2.182, 2.103, -3.133)  0.222
H (0.348, 0.604, -3.750)  0.231
H (-1.169, 0.660, -2.607)  0.254
H (-1.117, 1.883, -3.722)  0.256

* relative energy (zero: lowest compared OMol25 entry of this formula, charge and spin): 1.2217 eV
* HOMO energy: -8.8799 eV
* max |F|: 0.064 hartree/bohr

=====

# 5
Here is a structure of composition H29O15 in a non-equilibrium geometry from the Open Molecules 2025 dataset. Energies are from ωB97M-V with the def2-TZVPD basis set.

Each line ends with the natural charge from an NBO analysis.
Positions of all 44 atoms, in Å:
O (-1.155, -1.413, -2.190)  -0.984
H (-2.105, -1.123, -1.899)  0.498
H (-4.582, 0.678, -0.856)  0.499
O (2.686, -0.072, 3.192)  -0.950
H (3.153, -0.141, 4.017)  0.466
H (3.086, 3.275, -1.547)  0.528
O (-4.789, 1.579, -1.087)  -0.983
H (1.776, 2.141, -3.626)  0.480
H (2.491, 1.056, -1.124)  0.467
O (3.195, -2.418, 1.095)  -1.013
H (-1.362, 1.979, 2.015)  0.452
H (2.833, -3.293, 1.000)  0.509
O (-1.508, -3.469, 0.848)  -0.985
H (-1.899, -2.758, 1.390)  0.507
H (1.101, 1.631, 1.774)  0.479
O (0.858, -4.281, 2.928)  -0.952
H (-2.095, 1.184, 0.437)  0.513
H (0.571, -3.394, 3.179)  0.481
O (0.924, 2.368, -4.007)  -0.958
H (-2.168, -3.975, 0.388)  0.475
H (3.240, 0.125, 2.465)  0.485
O (2.753, 3.725, 0.205)  -1.026
H (2.376, 2.779, 0.133)  0.530
H (-0.600, -0.897, -1.517)  0.486
O (-1.328, 2.015, 1.088)  -1.133
H (0.140, 2.091, 0.632)  0.522
H (-4.307, 2.247, -0.556)  0.481
O (-2.463, 0.241, -0.303)  -1.164
H (3.318, -1.730, 0.501)  0.504
O (-3.329, -1.287, 1.757)  -1.006
H (-3.139, -0.847, 0.875)  0.526
H (-2.025, 0.766, -0.955)  0.462
O (-3.176, -3.275, -1.580)  -0.988
H (-2.962, -3.915, -2.232)  0.464
H (-2.320, -2.901, -1.181)  0.513
O (1.171, 1.779, 0.828)  -1.051
H (0.542, 3.090, -3.448)  0.470
H (2.214, 4.331, 0.612)  0.474
O (3.379, 0.725, -1.002)  -0.976
H (0.073, -4.866, 3.013)  0.471
H (-4.215, -1.126, 2.000)  0.463
O (2.917, 2.747, -2.342)  -0.996
H (3.596, 1.300, -1.854)  0.481
H (3.133, 3.327, -3.064)  0.481

* relative energy (zero: lowest compared OMol25 entry of this formula, charge and spin): 2.7845 eV
* HOMO energy: -6.4835 eV
* max |F|: 0.097 hartree/bohr
* charge: -1

=====

# 6
Here is an isolated molecule of C4H5NO in a non-equilibrium geometry from the Open Molecules 2025 dataset. Energies are from ωB97M-V with the def2-TZVPD basis set.

Each line ends with the natural charge from an NBO analysis.
Positions of all 11 atoms, in Å:
C (-1.589, -0.329, 0.378)  -0.391
C (-0.276, -0.155, 0.182)  -0.112
C (0.876, -0.927, 0.565)  0.101
O (1.898, -0.542, -0.143)  -0.220
N (1.717, 0.499, -0.947)  -0.096
C (0.374, 0.954, -0.613)  -0.345
H (-2.284, 0.285, -0.187)  0.200
H (-2.012, -1.058, 1.060)  0.204
H (-0.188, 1.274, -1.495)  0.230
H (1.014, -1.830, 1.143)  0.207
H (0.469, 1.830, 0.057)  0.223

* relative energy (zero: lowest compared OMol25 entry of this formula, charge and spin): 4.3290 eV
* HOMO energy (spin up / spin down): -7.6583 / -8.4186 eV
* max |F|: 0.032 hartree/bohr

=====

> The highest relative energy (zero: lowest compared OMol25 entry of this formula, charge and spin) belongs to which entry?

C4H5NO

=====

> Among the records above, which one has the lowest relative energy (zero: lowest compared OMol25 entry of this formula, charge and spin)?

C14H50O18